C12H16BBa2Br8O8 | ωB97M-V with the def2-TZVPD basis set

Its charge is +3. Its energy above the lowest of the compared OMol25 structures with the same formula, charge and spin is 0.0 kJ/mol. The HOMO energy is -14.91 eV. The molecular weight comes out at 1212.95 g/mol.

Geometry (Å):
Ba1 2.784 -5.150 -1.236
Ba2 -4.757 1.615 1.920
O1 2.097 -2.608 -1.638
C1 1.449 -1.650 -1.185
O2 0.183 -1.573 -1.104
B1 -0.169 -0.265 -0.395
O3 1.034 0.519 -0.514
C2 2.052 -0.280 -0.878
O4 3.192 0.018 -0.879
O5 -0.596 -0.419 0.998
C3 -1.630 0.338 1.215
O6 -2.220 0.533 2.245
C4 -2.149 0.788 -0.165
O7 -1.327 0.376 -1.077
O8 -3.166 1.420 -0.344
Br1 -4.608 1.195 -4.817
C5 -3.086 0.236 -3.981
C6 -2.232 -0.335 -5.085
Br2 -0.516 -0.999 -4.347
H1 -3.547 -0.504 -3.331
H2 -2.562 0.933 -3.334
H3 -1.943 0.446 -5.777
H4 -2.689 -1.203 -5.542
Br3 0.362 1.086 4.624
C7 2.154 0.839 3.984
C8 2.234 -0.125 2.827
Br4 1.548 -1.937 3.250
H5 2.847 0.588 4.785
H6 2.536 1.798 3.628
H7 3.274 -0.255 2.537
H8 1.656 0.184 1.965
Br5 5.840 1.828 -4.757
C9 4.094 1.568 -3.928
C10 2.969 2.024 -4.848
Br6 1.243 2.092 -3.910
H9 4.088 2.056 -2.958
H10 3.917 0.522 -3.686
H11 2.865 1.256 -5.608
H12 3.171 3.001 -5.270
Br7 -0.853 -2.278 6.981
C11 -2.388 -1.135 6.545
C12 -2.723 -1.326 5.109
Br8 -4.424 -0.358 4.679
H13 -2.123 -0.108 6.781
H14 -3.112 -1.473 7.280
H15 -2.811 -2.363 4.790
H16 -1.956 -0.913 4.454

Forces on the atoms, in the same order (eV/Å):
-0.1698 1.1288 -0.2941
0.6421 -0.2237 0.0337
-0.2232 -0.8858 0.9736
0.6184 0.0220 -1.5991
-0.8840 -0.3476 1.3085
0.3955 0.2620 -1.5260
0.0093 -0.6287 0.0733
-0.1483 0.9580 0.8882
0.6239 -0.2444 -0.2830
-0.0261 0.1210 0.7064
-0.0061 -0.9927 -1.0735
-0.6287 0.4332 0.5048
0.8206 0.1522 -0.6278
-0.1063 -0.0225 0.4989
-0.9031 0.1233 0.7237
0.5342 -0.2878 0.3351
-0.5412 0.2181 0.1045
0.2245 0.0676 0.5861
-0.3994 -0.1877 -0.0592
0.0857 -0.2405 -0.2118
0.0750 0.2192 -0.3265
-0.0335 -0.1745 -0.2301
-0.0190 0.1449 -0.2923
-0.0749 0.1255 0.1389
0.7776 0.1164 -0.4077
0.0256 -0.4026 0.0892
0.2668 0.3320 -0.1418
-0.4657 -0.3730 0.2588
-0.3692 0.0887 -0.1142
-0.0105 -0.0647 0.0248
-0.0630 0.1755 0.0916
-0.5353 -0.1949 0.1722
-0.6358 -0.0767 0.5609
0.6188 -0.2910 0.1092
0.5083 0.1064 0.0127
0.1638 0.4523 -0.1796
0.4456 -0.1986 -0.2531
-0.2283 0.3174 -0.2922
-0.2332 0.0372 -0.0429
-0.1256 0.3177 -0.3789
0.3402 -0.1365 1.0984
0.7029 -0.2284 -0.8170
0.0630 -0.1175 -0.0740
0.1260 -0.0325 -0.0851
-0.4005 0.0465 -0.3855
-0.6708 0.0131 0.2868
-0.1663 0.3733 0.1151


C12H16BBa2Br8O8 | ωB97M-V with the def2-TZVPD basis set

Its charge is +3. Its energy above the lowest of the compared OMol25 structures with the same formula, charge and spin is 810.1 kJ/mol. The HOMO energy is -14.68 eV. The molecular weight comes out at 1212.95 g/mol.

Geometry (Å):
Ba1 6.627 12.237 -19.946
Ba2 14.795 11.840 -26.652
O1 10.002 9.940 -27.796
C1 9.961 10.403 -26.706
O2 8.930 10.446 -25.887
B1 9.231 11.135 -24.642
O3 10.634 11.642 -24.869
C2 11.051 11.216 -26.004
O4 12.132 11.431 -26.543
O5 9.100 10.255 -23.462
C3 8.297 10.808 -22.613
O6 7.822 10.305 -21.610
C4 7.819 12.149 -23.182
O7 8.302 12.273 -24.350
O8 6.956 12.828 -22.622
Br1 5.195 9.946 -26.710
C5 5.514 9.640 -24.765
C6 6.940 9.148 -24.723
Br2 7.556 8.738 -22.899
H1 4.780 8.878 -24.528
H2 5.316 10.535 -24.186
H3 7.672 9.856 -25.102
H4 7.063 8.268 -25.345
Br3 13.739 9.506 -28.982
C7 12.775 10.521 -30.419
C8 12.026 11.763 -29.956
Br4 13.243 13.204 -29.283
H5 12.131 9.840 -30.972
H6 13.562 10.788 -31.121
H7 11.353 11.533 -29.135
H8 11.474 12.108 -30.827
Br5 13.894 6.511 -26.995
C9 12.347 6.315 -25.793
C10 11.299 7.325 -26.217
Br6 9.498 6.959 -25.598
H9 12.579 6.447 -24.739
H10 12.006 5.291 -25.925
H11 11.258 7.425 -27.296
H12 11.590 8.266 -25.752
Br7 7.135 11.836 -29.488
C11 8.554 12.014 -28.159
C12 9.584 12.967 -28.709
Br8 10.997 13.366 -27.358
H13 9.028 11.036 -28.122
H14 8.171 12.291 -27.183
H15 9.162 13.919 -29.021
H16 10.096 12.551 -29.572

Forces on the atoms, in the same order (eV/Å):
0.0443 -0.2859 -0.9162
-1.0085 -0.3908 -0.7133
1.6730 -1.8576 0.3392
0.9324 -0.3611 1.6915
0.7212 0.3983 -0.3636
1.0166 0.6406 -0.5917
-0.3711 -0.2436 1.1550
1.1787 -0.8591 -0.9516
1.9486 -2.5216 2.2092
2.8591 3.6212 -0.3609
1.6048 3.4987 0.7753
1.6581 6.2469 4.7417
-1.4545 -0.7943 0.6951
0.6280 0.4875 -0.9550
0.8180 -0.1890 0.4958
0.0713 0.3099 0.7836
0.0211 -0.5775 -0.9448
-0.3768 -0.6641 0.0872
-6.2459 -12.2461 -4.1557
0.1270 -0.0489 0.2599
0.0069 0.2606 -0.1854
-1.7260 -0.8450 0.5169
-0.1860 -0.1445 0.1082
-0.5430 0.5534 -0.4279
0.9501 0.7137 -0.1370
0.9863 -1.4504 0.1954
0.8356 -0.7366 -1.5173
-0.2286 -0.2433 0.5552
0.1002 0.0042 0.1397
0.5146 -0.0791 -0.0495
0.2404 0.5491 0.0402
-0.1853 0.0581 0.7190
-0.7228 -0.5185 -0.2112
0.4953 0.2697 -0.0075
0.3340 -0.2286 0.0902
0.5503 0.0241 -0.1408
0.0706 0.0311 -0.1461
-0.1279 0.0318 0.0109
-0.1560 0.2373 -0.2648
0.2622 0.2201 0.3196
-0.1528 0.3048 -0.9036
-0.7255 1.0495 -0.4867
-3.4622 3.3476 -0.8594
-2.0909 1.6281 -1.0064
-0.3738 0.3601 -0.2941
0.0465 0.1174 0.2991
-0.5575 0.3218 0.3628